[1]
Entry from the OMol25 dataset: C12H12F6I2IrO5STi as an isolated structure (wB97M-V/def2-TZVPD).

Properties
* expectation value of S²: 8.786
* HOMO (spin up / spin down): -22.971 / -23.702 eV
* net charge: +4
* DFT total energy: -3385.38894 hartree
* spin multiplicity: 6
* largest force on an atom: 7.60 eV/Å

Geometry (Å):
I  2.52  0.69  2.10
I  -2.12  1.16  -2.66
Ir  -0.51  -0.71  -1.78
Ti  0.49  -0.25  0.79
S  0.54  1.25  -1.03
C  1.31  -1.82  -0.34
C  0.61  -2.25  1.90
C  2.13  1.38  -2.37
C  1.69  2.50  -3.30
C  2.33  0.08  -3.10
C  3.30  1.74  -1.48
C  -1.69  -1.90  -0.94
C  -0.37  -1.88  -3.29
O  0.97  -3.14  2.52
O  2.25  -2.46  -0.67
O  -2.40  -2.68  -0.45
O  -0.43  -2.63  -4.17
H  2.45  2.67  -4.07
H  1.58  3.44  -2.74
H  0.75  2.26  -3.83
H  3.14  0.23  -3.83
H  1.42  -0.21  -3.66
H  2.62  -0.73  -2.42
H  4.20  1.89  -2.11
H  3.53  0.93  -0.78
H  3.11  2.66  -0.93
C  -2.44  -1.62  3.16
C  -2.03  -0.22  2.74
O  -1.01  -0.11  1.80
C  -3.28  0.50  2.10
F  -4.35  0.59  2.94
F  -2.97  1.74  1.67
F  -3.66  -0.21  1.00
C  -1.60  0.57  4.03
F  -2.62  0.59  4.94
F  -0.54  -0.04  4.62
F  -1.23  1.84  3.80
H  -2.71  -2.22  2.29
H  -3.33  -1.50  3.78
H  -1.66  -2.10  3.77

So, what does the Mulliken scheme give us? The charges, in e, come out as: 0.548 0.797 1.706 0.071 -0.318 0.118 0.234 1.359 -1.309 -1.448 -1.421 0.357 0.214 -0.010 -0.047 -0.261 -0.195 0.459 0.437 0.302 0.537 0.292 0.243 0.459 0.171 0.460 -1.685 0.685 0.029 0.485 -0.169 -0.224 -0.207 0.521 -0.177 -0.224 -0.195 0.353 0.566 0.488

=====

[2]
Entry from the OMol25 dataset: one molecule with the formula C12H12N2 (wB97M-V/def2-TZVPD).

Properties
* HOMO: -9.074 eV
* SMILES: CC1=C(C#N)[C@H]2C[C@]1(C)CC=C=C=N2
* DFT total energy: -573.85593 hartree
* largest force on an atom: 1.37 eV/Å

Geometry (Å):
C  2.17  0.38  -0.34
C  0.73  0.06  -0.54
C  0.06  0.25  -1.69
C  0.60  0.77  -2.87
N  1.06  1.17  -3.84
C  -1.43  0.07  -1.51
C  -1.51  -0.71  -0.17
C  -0.11  -0.61  0.51
C  0.42  -2.04  0.77
C  -0.05  0.12  1.87
C  -0.52  1.55  1.87
C  -0.99  2.01  0.73
C  -1.56  1.98  -0.40
N  -2.01  1.43  -1.42
H  2.68  -0.41  0.20
H  2.26  1.30  0.25
H  2.67  0.54  -1.29
H  -1.93  -0.43  -2.34
H  -2.30  -0.30  0.46
H  -1.74  -1.75  -0.37
H  0.49  -2.60  -0.16
H  -0.24  -2.57  1.44
H  1.41  -2.01  1.21
H  0.98  0.09  2.23
H  -0.66  -0.42  2.60
H  -0.48  2.10  2.80

So, what does the Mulliken scheme give us? The charges, in e, come out as: -1.828 0.390 -0.019 -0.183 -0.555 0.579 -1.765 2.381 -2.028 -1.283 -0.623 -0.049 0.661 -0.800 0.323 0.325 0.484 0.481 0.398 0.450 0.489 0.471 0.436 0.377 0.454 0.436

=====

[3]
Entry from the OMol25 dataset: one molecule with the formula C12H12N2O2S2 (wB97M-V/def2-TZVPD).

Properties
* HOMO: -8.687 eV
* SMILES: CCOC(=O)CSc1snnc1-c1ccccc1
* DFT total energy: -1520.82508 hartree
* largest force on an atom: 1.87 eV/Å

Geometry (Å):
C  4.12  -0.89  1.21
C  2.85  -0.38  0.56
O  1.75  -1.27  0.79
C  1.07  -1.13  1.93
O  1.31  -0.32  2.78
C  -0.11  -2.08  1.95
S  -1.50  -1.21  1.12
C  -0.79  -0.97  -0.45
S  -0.24  -2.28  -1.44
N  0.17  -1.23  -2.65
N  -0.09  -0.03  -2.39
C  -0.62  0.20  -1.17
C  -0.92  1.58  -0.77
C  -0.83  2.00  0.55
C  -1.09  3.32  0.87
C  -1.46  4.22  -0.11
C  -1.53  3.81  -1.43
C  -1.26  2.49  -1.77
H  4.36  -1.89  0.85
H  4.94  -0.22  0.96
H  4.00  -0.92  2.29
H  2.58  0.61  0.95
H  2.94  -0.33  -0.53
H  -0.44  -2.26  2.97
H  0.10  -3.01  1.42
H  -0.53  1.31  1.33
H  -1.02  3.64  1.90
H  -1.67  5.25  0.14
H  -1.81  4.51  -2.21
H  -1.31  2.16  -2.79

So, what does the Mulliken scheme give us? The charges, in e, come out as: -1.266 -0.231 -0.184 0.646 -0.561 -0.721 -0.087 0.568 0.134 -0.668 -0.098 -0.007 0.869 -0.213 -0.862 -0.389 -0.543 -0.621 0.306 0.397 0.322 0.322 0.354 0.426 0.308 0.198 0.414 0.383 0.372 0.430

=====

[4]
Entry from the OMol25 dataset: C12H12N3O8PdS2 as an isolated structure (wB97M-V/def2-TZVPD).

Properties
* expectation value of S²: 2.004
* HOMO (spin up / spin down): -5.725 / -5.716 eV
* net charge: -1
* DFT total energy: -2155.00417 hartree
* spin multiplicity: 3
* largest force on an atom: 0.27 eV/Å

Geometry (Å):
Pd  -0.06  0.72  0.49
O  3.26  -1.24  -0.87
S  2.00  -1.06  -0.20
O  2.04  -0.35  1.07
O  1.00  -0.34  -1.08
C  1.27  -2.68  -0.01
C  1.80  -3.61  -0.91
C  1.29  -4.90  -0.99
C  0.23  -5.26  -0.18
C  -0.30  -4.34  0.71
C  0.21  -3.05  0.82
S  -0.59  -2.16  2.20
O  -1.95  -2.64  2.19
O  0.21  -2.50  3.35
O  -0.54  -0.71  1.91
H  2.62  -3.31  -1.53
H  1.72  -5.60  -1.69
H  -0.18  -6.26  -0.23
H  -1.12  -4.62  1.35
N  2.26  2.60  -1.18
C  1.08  3.23  -0.98
O  0.07  2.56  -0.57
C  0.95  4.61  -1.23
C  2.03  5.34  -1.76
N  2.95  5.88  -2.21
C  -0.29  5.24  -0.95
N  -1.30  5.75  -0.73
H  2.25  1.59  -1.23
H  3.03  3.11  -1.59
C  -3.15  1.30  1.62
C  -2.97  1.87  0.24
O  -2.07  1.02  -0.51
H  -3.93  1.85  2.15
H  -2.23  1.38  2.21
H  -3.42  0.25  1.58
H  -2.56  2.89  0.27
H  -3.92  1.90  -0.30
H  -1.70  1.56  -1.23

So, what does the Mulliken scheme give us? The charges, in e, come out as: 0.814 -0.662 1.758 -0.624 -0.656 0.545 -0.764 -0.551 -0.587 -0.767 -0.019 1.249 -0.724 -0.649 -0.562 0.472 0.374 0.368 0.482 -0.292 0.864 -0.611 0.168 -0.132 -0.576 0.095 -0.632 0.182 0.188 -1.068 0.024 -0.475 0.415 0.250 0.255 0.195 0.283 0.372